(1)
The following is a DFT calculation (wB97M-V/def2-TZVPD) of a molecular structure, ClHg5O8S.

Its spin multiplicity is 1. As for the total charge: +7.

Geometry as XYZ:
```
15
Properties=species:S:1:pos:R:3:forces:R:3
Hg -0.01481 -3.28489 -1.08424 -0.327 -1.239 0.333
Hg 1.53590 -1.17108 -4.72717 0.602 -0.429 -1.017
Hg 1.78171 -0.55313 1.71403 0.184 -0.208 1.014
Hg 2.86990 2.88826 -0.96314 0.873 0.957 -0.205
Hg -2.34606 1.52717 -2.03972 -1.050 0.498 -0.396
S 0.85002 -0.05972 -1.44709 0.449 0.446 1.832
O 1.29572 -1.06161 -2.49840 -0.172 1.295 0.343
O -0.31553 0.71441 -1.86309 -1.120 -0.025 -0.854
O 0.55661 -0.89559 -0.19203 0.451 -0.099 -1.370
O 1.81710 0.99428 -0.91453 0.435 -1.061 -0.683
Cl -1.55877 0.25564 2.79333 -4.230 -0.562 1.358
O -1.96440 -1.03509 2.29626 -0.469 -1.320 -0.105
O -1.34899 -0.09255 4.15319 1.255 -0.415 1.335
O -0.48243 0.66002 2.00724 3.083 1.386 -1.027
O -2.67599 1.11386 2.76538 0.037 0.775 -0.558
```
Forces are in eV/Å.

Atomic partial charges in e from the Mulliken method, atoms 1 to 4: number 1, Hg, carries 1.221; number 2, Hg, carries 1.794; number 3, Hg, carries 1.382; number 4, Hg, carries 1.857

(2)
The following is a DFT calculation (wB97M-V/def2-TZVPD) of a molecular structure, ClHgI2O8S.

Its spin multiplicity is 1. Its energy above the lowest of the compared OMol25 structures with the same formula, charge and spin is 0.0 kJ/mol. As for the total charge: -3.

Geometry as XYZ:
```
13
Properties=species:S:1:pos:R:3:forces:R:3
Hg 0.52955 -1.44663 1.28579 0.992 1.574 -1.060
S 1.49020 -0.44557 -1.53023 -0.001 0.219 -0.186
O 1.84457 -0.04397 -0.10645 0.172 0.077 0.012
O 2.57859 -1.23976 -2.13318 0.099 -0.160 0.139
O 0.25617 -1.28766 -1.35197 -0.125 -0.183 0.024
O 1.25199 0.75137 -2.35645 -0.217 -0.180 0.232
I 2.41250 -3.34630 0.66467 -0.226 -0.643 0.510
I 1.06041 0.59143 3.32189 -0.277 -0.639 -0.002
Cl -2.26648 1.29880 0.43529 -0.024 -0.209 0.300
O -1.48017 2.18588 -0.36047 0.561 -0.210 -0.079
O -1.71862 -0.04163 0.57579 0.190 0.252 -0.205
O -2.40153 1.85507 1.76414 -0.435 0.170 0.172
O -3.55718 1.16897 -0.20881 -0.708 -0.068 0.144
```
Forces are in eV/Å.

Atomic partial charges in e from the Mulliken method, atoms 1 to 4: number 1, Hg, carries 0.816; number 2, S, carries 1.302; number 3, O, carries -0.757; number 4, O, carries -0.703

(3)
The following is a DFT calculation (wB97M-V/def2-TZVPD) of 2 unconnected molecules or ions with the total composition ClIO2P.

Its spin multiplicity is 1. Its energy above the lowest of the compared OMol25 structures with the same formula, charge and spin is 224.5 kJ/mol. As for the total charge: -1.

Geometry as XYZ:
```
5
Properties=species:S:1:pos:R:3:forces:R:3
O 0.12643 -2.44363 0.31793 0.622 2.258 -1.180
O 0.73678 -0.01255 1.17811 -0.903 -1.122 -2.751
P 0.14395 -0.94732 0.16794 -1.317 -1.232 3.559
Cl -1.60823 -0.46262 -0.81874 1.631 0.219 0.432
I 0.60108 3.86612 -0.84523 -0.033 -0.124 -0.060
```
Forces are in eV/Å.

Atomic partial charges in e from the Mulliken method, atoms 1 to 4: number 1, O, carries -0.471; number 2, O, carries -0.392; number 3, P, carries 0.916; number 4, Cl, carries -0.086

(4)
The following is a DFT calculation (wB97M-V/def2-TZVPD) of a molecular structure, ClInO12P3Y2.

Its spin multiplicity is 1. As for the total charge: -1.

Geometry as XYZ:
```
19
Properties=species:S:1:pos:R:3:forces:R:3
In -1.44854 1.25484 -0.39429 1.239 0.207 -0.683
Y 1.42361 0.62073 3.09139 -0.886 -2.642 -0.655
Y 0.82307 -2.83412 -1.36025 -0.791 4.044 3.303
P 1.70327 -0.20188 -0.21235 -1.347 2.326 -3.587
O 1.20354 1.09343 -1.04483 2.178 -2.883 2.726
O 0.38060 -0.97824 -0.14708 -2.100 -3.163 -0.439
O 2.19721 -0.03961 1.23654 0.670 1.115 0.026
O 2.55504 -1.33181 -0.98912 -0.912 -0.248 -0.123
P -0.95532 3.44704 -3.77981 -0.202 -3.911 0.880
O -0.30438 3.10458 -2.39027 -0.535 -0.345 -0.377
O 0.17545 2.95703 -4.80913 -2.406 0.734 1.270
O -0.67366 4.88509 -3.83653 1.524 4.176 -0.687
O -2.43592 3.18147 -3.83355 1.268 -0.949 -0.706
P -0.48039 -2.45342 3.69662 -3.161 -3.889 0.125
O -0.44882 -4.04010 3.33096 1.376 5.559 0.707
O -2.04597 -2.03697 3.52542 2.704 0.479 -0.211
O 0.60812 -1.41322 3.19901 -0.120 0.242 -0.410
O -0.69656 -2.03733 5.18290 0.111 -0.427 -0.069
Cl -1.58040 -3.17755 -0.46556 1.389 -0.424 -1.090
```
Forces are in eV/Å.

Atomic partial charges in e from the Mulliken method, atoms 1 to 4: number 1, In, carries 0.776; number 2, Y, carries 0.819; number 3, Y, carries 1.341; number 4, P, carries 0.779

(5)
The following is a DFT calculation (wB97M-V/def2-TZVPD) of a molecular structure, ClMg.

Its spin multiplicity is 1. Its energy above the lowest of the compared OMol25 structures with the same formula, charge and spin is 15.3 kJ/mol. As for the total charge: +1.

Geometry as XYZ:
```
2
Properties=species:S:1:pos:R:3:forces:R:3
Mg 0.51862 -0.93723 -0.37014 -0.862 1.560 0.616
Cl -0.51862 0.93723 0.37014 0.862 -1.560 -0.616
```
Forces are in eV/Å.

How positive or negative is each atom? The Mulliken charges in e answer that: number 1, Mg, carries 1.225; number 2, Cl, carries -0.225

(6)
The following is a DFT calculation (wB97M-V/def2-TZVPD) of a molecular structure, ClMnNa.

Its spin multiplicity is 6. Its energy above the lowest of the compared OMol25 structures with the same formula, charge and spin is 102.3 kJ/mol. As for the total charge: +2.

Geometry as XYZ:
```
3
Properties=species:S:1:pos:R:3:forces:R:3
Na 0.21913 2.37050 0.94661 -0.137 0.122 -0.106
Mn 0.46532 -2.44000 -0.26084 -1.240 2.335 -0.571
Cl -0.68445 0.06950 -0.68578 1.378 -2.457 0.677
```
Forces are in eV/Å.

How positive or negative is each atom? The Mulliken charges in e answer that: number 1, Na, carries 0.920; number 2, Mn, carries 1.456; number 3, Cl, carries -0.376

(7)
The following is a DFT calculation (wB97M-V/def2-TZVPD) of a gas-phase ion, ClN2 (charge +1).

Its structure (SMILES) is N#[N+]Cl. Its spin multiplicity is 1. Its energy above the lowest of the compared OMol25 structures with the same formula, charge and spin is 20.1 kJ/mol. As for the total charge: +1.

Geometry as XYZ:
```
3
Properties=species:S:1:pos:R:3:forces:R:3
N -1.26952 0.00150 -0.05862 5.971 0.068 1.154
N -0.13094 0.00756 0.08116 -8.180 -0.070 -1.318
Cl 1.40046 -0.00906 -0.02254 2.209 0.003 0.164
```
Forces are in eV/Å.

How positive or negative is each atom? The Mulliken charges in e answer that: number 1, N, carries 0.241; number 2, N, carries 0.308; number 3, Cl, carries 0.451

(8)
The following is a DFT calculation (wB97M-V/def2-TZVPD) of a molecular structure, ClN3O13Rb.

Its spin multiplicity is 1. Its energy above the lowest of the compared OMol25 structures with the same formula, charge and spin is 0.0 kJ/mol. As for the total charge: -3.

Geometry as XYZ:
```
18
Properties=species:S:1:pos:R:3:forces:R:3
Rb 10.18904 15.90158 -27.59471 0.724 0.494 -0.143
Cl 9.84473 17.08806 -31.34940 0.176 -0.568 -0.701
O 9.31323 18.13113 -30.51769 -0.094 0.204 0.155
O 10.76330 17.61539 -32.33192 -0.158 0.053 0.256
O 10.51257 16.09587 -30.53120 -0.247 0.086 -0.064
O 8.74635 16.44094 -32.06662 -0.094 0.012 0.139
N 9.19970 17.49151 -24.18252 -0.539 -0.208 0.181
O 8.32807 16.96631 -23.42916 0.199 0.106 -0.323
O 10.15091 18.10042 -23.68492 0.028 0.037 -0.077
O 9.07209 17.39529 -25.43139 0.024 -0.097 0.430
N 12.52509 18.94566 -28.57597 0.397 0.066 0.261
O 12.35624 17.73884 -28.27108 -0.231 0.474 -0.020
O 12.88515 19.25102 -29.73001 -0.071 0.002 0.113
O 12.38441 19.84606 -27.70633 -0.084 -0.346 -0.296
N 13.60910 14.35102 -27.25459 -0.437 0.076 -0.160
O 14.48593 14.62464 -26.41732 0.012 -0.203 0.029
O 12.41701 14.12144 -26.86032 0.448 0.031 -0.172
O 13.87473 14.30303 -28.46833 -0.053 -0.219 0.390
```
Forces are in eV/Å.

Atomic partial charges in e from the Mulliken method, atoms 1 to 4: number 1, Rb, carries 0.973; number 2, Cl, carries 1.674; number 3, O, carries -0.653; number 4, O, carries -0.659

(9)
The following is a DFT calculation (wB97M-V/def2-TZVPD) of ClN3O2 in the gas phase.

Its spin multiplicity is 1. Its energy above the lowest of the compared OMol25 structures with the same formula, charge and spin is 530.5 kJ/mol. As for the total charge: 0.

Geometry as XYZ:
```
6
Properties=species:S:1:pos:R:3:forces:R:3
N 0.24640 -1.26068 -0.38029 1.454 -0.822 0.372
N -0.21485 1.08335 -0.39453 1.792 -2.996 -0.046
N 0.77444 -0.96787 0.66020 -1.922 -0.739 -0.555
O 0.88054 -0.84765 1.85035 0.700 0.592 0.010
O -0.43191 -0.28259 -1.15654 -0.674 3.744 1.121
Cl -1.25462 2.27545 -0.57919 -1.350 0.222 -0.901
```
Forces are in eV/Å.

Atomic partial charges in e from the Mulliken method, atoms 1 to 4: number 1, N, carries 0.050; number 2, N, carries -0.050; number 3, N, carries 0.489; number 4, O, carries -0.445

Record order is preserved below.
Electronic energy: -60470.383; -60106.331; -34009.998; -72220.664; -17959.936; -48240.694; -15491.092; -44248.855; -21077.808 eV